Formula: C3H9N3O2
Source: OMol25
Level of theory: ωB97M-V with the def2-TZVPD basis set

Each line ends with the natural charge from an NBO analysis.
Element x y z (Å)
C: 2.47 0.80 0.32  -0.27
C: 0.94 -0.99 0.13  0.19
C: -1.81 -0.18 -0.08  0.53
H: 3.07 0.30 1.27  0.19
H: 1.55 1.58 0.70  0.15
H: 3.00 1.41 -0.47  0.21
H: 1.33 -2.04 0.41  0.18
H: 0.46 -0.40 0.97  0.18
H: -0.36 0.41 -1.27  0.38
H: -2.80 1.18 -1.17  0.37
H: -3.15 1.31 0.28  0.38
H: -1.43 -1.72 0.56  0.33
N: -0.87 -0.36 -0.95  -0.35
N: -2.38 1.10 -0.25  -0.82
N: -1.99 -0.96 0.92  -0.74
O: 1.87 -0.12 -0.53  -0.57
O: 0.10 -1.35 -0.85  -0.35

ΔE to the lowest compared entry with this formula, charge and spin = 137.7 kcal per mole
E_tot = -11818.088 eV
orbital gap = 10.10 eV



Formula: C3H9N3O2
Source: OMol25
Level of theory: ωB97M-V with the def2-TZVPD basis set

Each line ends with the natural charge from an NBO analysis.
Element x y z (Å)
C: -2.45 -0.28 -0.42  -0.43
C: 0.56 -0.02 -0.17  0.67
C: 1.51 1.77 0.11  -0.30
H: -3.14 0.72 -0.52  0.21
H: -2.97 -1.58 -0.34  0.19
H: -1.69 -0.49 -1.24  0.21
H: -1.71 0.10 1.40  0.34
H: 0.14 -1.90 0.33  0.36
H: 2.41 -2.25 -0.46  0.48
H: 0.82 2.61 -0.28  0.22
H: 1.46 1.58 1.15  0.20
H: 2.52 2.24 0.19  0.19
N: -1.42 -0.28 0.57  -0.52
N: -0.43 0.62 0.24  -0.43
N: 0.80 -1.53 -0.31  -0.37
O: 1.99 -1.81 0.37  -0.57
O: 1.61 0.50 -0.61  -0.45

ΔE to the lowest compared entry with this formula, charge and spin = 202.7 kcal per mole
E_tot = -11815.269 eV
orbital gap = 9.59 eV



Which of these has the lowest E_tot?
number 1